An isolated molecule of C7H8O at a distorted geometry, computed with wB97M-V/def2-TZVPD.

Geometry as XYZ:
```
16
Properties=species:S:1:pos:R:3:forces:R:3:lowdin_charge:R:1
H -0.378 -2.238 -1.250 1.912 -0.677 1.996 0.138
H 1.519 -2.698 -0.776 -1.564 1.171 0.195 0.140
C -0.768 1.929 0.939 0.901 -3.722 -1.126 -0.082
C -0.209 0.675 1.616 0.312 2.075 1.065 -0.018
H 1.813 -0.308 -1.288 1.561 1.132 -0.156 0.086
H -0.867 2.605 -1.247 -0.804 -1.706 2.250 0.125
C 0.086 -0.121 0.607 -2.209 -3.236 -0.874 -0.317
C 0.815 -0.567 -1.448 -0.782 -2.102 -2.180 -0.190
O 0.424 -1.455 0.726 0.653 -0.322 -2.164 -0.069
H -1.285 -0.279 -1.408 2.010 1.573 2.130 0.191
H 0.063 0.547 2.740 -0.783 0.218 -2.384 0.143
C 0.645 -1.960 -0.704 -1.940 2.390 0.377 -0.102
C -0.318 0.334 -0.888 -1.989 -2.092 3.050 -0.139
H 0.590 -1.014 -2.457 0.765 1.585 0.118 0.115
H -1.093 2.674 1.561 -0.736 2.266 0.852 0.061
C -0.877 1.768 -0.404 2.693 1.447 -3.149 -0.080
```
Positions in Å, forces in eV/Å.

Calculated values
- M: 108.14 g/mol
- Kohn-Sham gap: 8.767 eV
- Energy above the lowest of the compared OMol25 structures with the same formula, charge and spin: 479.2 kJ/mol

***

A cluster of 3 separate species, C30H49Br2F3N3O2 in total at a distorted geometry, computed with wB97M-V/def2-TZVPD.

Geometry as XYZ:
```
89
Properties=species:S:1:pos:R:3:forces:R:3:mulliken_spin:R:1
H -5.323 -0.984 -2.402 0.043 0.119 -0.078 0.000
H -1.814 5.026 0.885 0.120 -0.183 0.092 0.001
N 5.277 -2.571 7.109 0.091 -1.570 0.074 0.890
C 6.403 -3.476 7.510 0.518 -0.064 -0.917 -0.039
C 0.624 2.255 -1.562 -0.149 0.388 0.014 0.027
H -2.287 2.083 -5.176 -0.108 -0.059 0.068 0.000
H 7.184 -2.903 8.135 -1.362 -0.831 -1.032 0.005
C -6.175 -0.450 -2.835 0.265 0.529 0.094 0.000
H 9.441 -2.785 3.539 -1.101 -1.038 0.745 -0.001
H -6.454 0.363 -2.163 0.314 0.094 -0.148 0.000
H 7.973 -1.313 7.018 0.642 -0.382 -1.736 0.001
O 0.109 3.355 1.159 -1.351 -2.026 -0.322 0.604
H 0.232 -0.469 -1.131 0.116 0.218 0.122 0.000
C 7.089 -3.942 6.116 1.489 -0.632 -2.347 0.040
H -5.830 3.266 -5.236 0.150 -0.216 0.147 0.000
H 5.955 -5.941 6.047 1.373 0.951 -1.142 0.004
H -0.797 -0.323 0.293 0.031 0.119 -0.036 -0.006
H -3.735 1.340 -7.642 -0.005 0.117 0.127 0.000
H -3.940 2.398 -0.027 0.217 0.138 -0.192 0.002
C -5.651 -1.257 -5.092 -0.150 -0.229 -0.332 0.000
H -3.384 4.515 0.307 0.178 -0.346 -0.143 0.000
C 8.112 -2.978 5.424 -1.351 -3.098 -1.399 0.025
H 2.574 -3.364 4.990 1.571 0.907 0.239 -0.004
H -3.146 0.120 -6.513 -0.113 0.062 0.119 0.000
H -4.591 -1.491 -5.221 -0.066 0.259 0.026 0.000
H 2.180 1.931 0.718 -0.235 0.019 0.073 0.000
C -4.010 0.742 -6.766 -0.120 -0.092 -0.186 0.000
H -7.437 1.516 -3.996 0.234 -0.085 0.044 0.000
H -1.171 1.941 -2.734 -0.035 0.056 0.041 0.001
H 9.644 -1.607 6.269 -1.695 0.161 -0.339 0.000
C 7.294 -5.785 4.111 1.044 4.172 1.907 -0.013
C -2.953 1.976 -0.232 -0.011 -0.455 -0.269 0.031
H -2.378 3.901 -1.987 -0.075 -0.196 0.246 0.002
C 2.545 -0.881 3.685 -0.534 0.703 -1.617 -0.007
H 1.271 0.585 1.424 -0.061 0.128 -0.270 0.002
C -1.462 3.649 -1.443 0.433 0.079 -0.045 0.026
H -4.811 0.086 -7.100 -0.004 -0.054 0.111 0.000
H 4.255 -3.327 4.268 -0.667 0.753 1.405 -0.001
H 8.365 -0.718 5.260 0.078 -1.379 1.293 0.001
H -7.941 0.109 -4.913 0.049 -0.087 0.089 0.000
H -6.121 -1.209 -6.080 0.100 0.006 -0.012 0.000
N -0.658 2.376 0.605 2.558 3.656 -0.100 0.325
F 2.949 -0.726 6.102 1.191 -1.188 -2.240 0.001
H 6.054 -4.376 8.135 0.399 1.100 -1.056 0.011
C -1.823 3.027 -0.072 -2.201 -0.093 -0.142 0.009
C 8.701 -3.462 4.074 -2.172 -1.967 1.403 -0.015
C 3.498 -1.318 4.908 -0.385 -0.411 0.803 0.009
C -4.400 1.657 -5.579 -0.082 -0.166 -0.710 0.000
C 4.132 -3.346 6.575 -0.461 -0.597 -0.002 -0.032
H 4.340 -4.484 6.516 -0.319 1.743 -0.014 -0.001
H -2.841 1.146 0.471 0.158 0.103 -0.016 -0.016
C 8.311 -4.812 3.416 -1.711 0.540 3.159 0.022
C -5.656 2.468 -5.967 0.071 0.243 -0.050 0.000
H -6.838 0.918 -6.912 0.059 -0.006 -0.022 0.000
H -2.728 3.796 1.781 0.078 -0.033 -0.064 0.000
C -6.902 1.599 -6.057 0.028 -0.099 -0.012 0.000
H 2.097 0.398 -0.123 -0.310 0.047 -0.127 0.000
H -0.247 3.352 -3.193 -0.073 -0.039 0.041 0.003
H 1.198 1.578 -2.204 -0.061 -0.138 0.248 0.000
H -0.931 4.598 -1.283 0.011 -0.080 0.223 0.001
Br 5.309 -0.540 4.490 -1.222 -0.352 0.685 0.006
C -2.464 4.155 0.781 0.704 0.053 0.242 -0.013
F 3.307 -0.676 2.491 -1.825 -1.049 2.463 0.000
H -7.777 2.234 -6.240 -0.006 -0.055 -0.017 0.000
C -5.857 0.046 -4.271 -0.244 -0.525 -0.423 0.000
C 3.624 -2.895 5.124 -0.698 -0.108 -0.435 0.036
N -4.603 0.855 -4.339 0.440 0.204 0.734 0.000
C -0.462 0.197 -0.610 -0.358 -0.011 -0.117 0.011
F 1.514 -1.807 3.379 2.460 1.447 0.712 0.000
H 6.964 -6.776 3.659 0.632 1.623 0.663 -0.001
C 6.710 -5.302 5.460 1.856 1.792 -1.187 0.020
C -0.585 2.772 -2.329 -0.144 -0.180 -0.033 -0.027
Br 1.630 0.863 4.051 0.718 -1.239 -0.075 0.001
O -4.605 1.748 -3.249 -0.020 0.305 0.175 0.000
H -1.318 0.304 -1.273 -0.041 0.080 0.108 0.002
H 3.238 -3.239 7.302 1.430 0.126 -1.016 0.046
C -3.197 2.624 -5.455 -0.232 0.068 0.537 0.000
C 8.515 -1.558 6.036 0.609 -0.723 -0.314 -0.003
H -3.002 3.126 -6.409 -0.152 -0.214 -0.111 0.000
H 1.293 3.096 -1.341 -0.075 -0.049 0.229 0.008
H -6.084 -2.131 -4.593 -0.139 0.183 0.044 0.000
H -3.365 3.415 -4.719 -0.115 -0.309 0.115 0.000
H -7.026 -1.142 -2.849 0.087 0.013 -0.306 0.000
H -3.005 1.569 -1.247 -0.200 0.047 0.040 0.001
H 8.739 -5.121 2.409 -0.546 0.619 1.574 0.001
C 0.229 1.536 -0.255 0.597 -1.946 -0.527 0.020
C 1.514 1.094 0.488 -0.119 0.592 0.251 -0.015
H -5.498 2.973 -6.929 0.117 -0.047 -0.009 0.000
C -7.110 0.811 -4.770 -0.157 0.082 0.161 0.000
```
Positions in Å, forces in eV/Å.

Calculated values
- Spin multiplicity: 3
- M: 700.54 g/mol
- Total charge: -1
- Kohn-Sham gap (alpha / beta): 3.310 / 2.259 eV
- Expectation value of S²: 2.0099

***

For each record above, in turn, the calculated calculated total energy values are -346.59301 -6934.51668 a.u..